Entry 1:
Below is a single C2H2N2 molecule at a distorted geometry, with properties calculated with ωB97M-V/def2-TZVPD.

CARTESIAN COORDINATES (ANGSTROEM)
1 C -1.0676 -0.1704 0.3383
2 C 0.2639 0.1466 -0.0513
3 N -0.7410 -0.3124 -0.8977
4 N 1.4642 0.4455 0.1547
5 H -1.9253 -0.2052 1.1146
6 H 2.0057 0.0960 -0.6586

Computed properties:
- SMILES string: [H]/N=c1/cn1
- Net charge: 0
- Energy: -186.81230 Ha
- Lowest unoccupied orbital energy: 0.463 eV


Entry 2:
Below is 10 unconnected molecules or ions with the total composition H19O10 at a distorted geometry, with properties calculated with ωB97M-V/def2-TZVPD.

CARTESIAN COORDINATES (ANGSTROEM)
1 O 0.7114 0.2712 -0.1599
2 H -0.1426 -0.1138 -0.2339
3 O 2.2004 -0.4108 -2.2719
4 H 1.7464 -0.0498 -3.0259
5 H 1.5594 -0.4418 -1.5799
6 O -1.1636 -1.9928 1.3751
7 H -0.3386 -2.2488 0.9901
8 H -1.0056 -1.9228 2.3291
9 O -2.7986 0.3582 1.8791
10 H -2.3916 -0.4658 1.6061
11 H -3.0156 0.8142 1.0291
12 O 1.2754 0.1622 2.3651
13 H 0.4594 0.0292 2.9351
14 H 0.9064 0.3162 1.4621
15 O 1.1024 -2.1718 0.0291
16 H 0.8264 -2.4658 -0.8629
17 H 1.0794 -1.2148 0.0151
18 O 3.1094 0.8812 0.6101
19 H 3.6244 1.4432 0.0261
20 H 2.2434 0.6852 0.1461
21 O -0.3706 2.6792 0.2601
22 H -0.0246 1.7822 0.1551
23 H -1.3126 2.6122 0.0371
24 O -0.4196 1.4162 -2.4509
25 H 0.1974 1.1882 -1.7429
26 H -1.2226 0.9902 -2.2269
27 O -2.1726 -0.3578 -1.0359
28 H -1.6336 -1.0978 -0.7979
29 H -3.0306 -0.6738 -0.8619

Computed properties:
- Net charge: -1
- Energy: -763.84630 Ha
- Lowest unoccupied orbital energy: 2.665 eV


Entry 3:
Below is a molecular structure, C9H28O15S2V at a distorted geometry, with properties calculated with ωB97M-V/def2-TZVPD.

CARTESIAN COORDINATES (ANGSTROEM)
1 O -32.0541 -12.8126 -7.8819
2 V -30.7787 -13.1592 -8.7373
3 O -31.1594 -14.3518 -9.7705
4 S -27.6171 -9.5938 -5.4296
5 O -28.1908 -10.2221 -6.5770
6 O -26.2515 -9.9896 -5.1479
7 O -27.8029 -8.1772 -5.3113
8 O -28.0672 -10.3681 -4.3020
9 S -27.6409 -15.7904 -4.8526
10 O -28.8188 -15.5106 -5.6834
11 O -26.5818 -14.8457 -5.1777
12 O -27.6357 -15.2143 -3.4988
13 O -27.1671 -17.1845 -4.8844
14 C -32.9493 -10.4850 -12.3416
15 O -31.8401 -10.1958 -11.4769
16 H -32.5672 -10.6081 -13.3550
17 H -33.5309 -11.3583 -12.0465
18 H -33.5976 -9.6095 -12.3768
19 H -31.4988 -9.3039 -11.5756
20 C -25.5876 -12.6321 -11.0741
21 O -26.1793 -13.5817 -10.1721
22 H -24.6006 -12.9519 -11.4083
23 H -26.2524 -12.5977 -11.9373
24 H -25.6611 -11.6134 -10.6936
25 H -25.8620 -13.3893 -9.2867
26 C -33.6731 -18.6404 -7.2440
27 O -32.3838 -18.8229 -6.6419
28 H -34.2330 -17.9257 -6.6408
29 H -33.5063 -18.1426 -8.1992
30 H -34.2188 -19.5780 -7.3503
31 H -31.8930 -17.9984 -6.6739
32 C -34.0601 -19.4577 -16.9187
33 C -32.9045 -18.7478 -16.2105
34 C -32.9699 -18.6048 -14.7187
35 O -31.8224 -19.6075 -16.5236
36 H -34.9434 -18.8479 -16.7289
37 H -34.2371 -20.4409 -16.4829
38 H -33.9257 -19.5725 -17.9943
39 H -32.6034 -17.7865 -16.6266
40 H -31.9842 -18.4287 -14.2880
41 H -33.3065 -19.5319 -14.2548
42 H -33.6648 -17.8161 -14.4302
43 H -31.7815 -19.7775 -17.4675
44 C -37.7939 -11.6170 -7.2612
45 C -38.2172 -12.7539 -6.3202
46 C -38.4465 -12.3939 -4.9037
47 O -39.3721 -13.3462 -6.8473
48 H -37.6104 -11.9377 -8.2866
49 H -36.8713 -11.1475 -6.9199
50 H -38.5503 -10.8336 -7.2131
51 H -37.4472 -13.5251 -6.3014
52 H -37.5282 -11.9463 -4.5236
53 H -38.6628 -13.2439 -4.2566
54 H -39.2177 -11.6774 -4.6207
55 H -39.6538 -14.0112 -6.2148

Computed properties:
- Net charge: -3
- Energy: -3228.24249 Ha
- Lowest unoccupied orbital energy: 4.176 eV


Entry 4:
Below is a single CH3NSi molecule at a distorted geometry, with properties calculated with ωB97M-V/def2-TZVPD.

CARTESIAN COORDINATES (ANGSTROEM)
1 C 2.2071 0.2063 -0.3517
2 N 3.6243 -0.0282 0.1483
3 Si 0.4141 0.0273 0.0515
4 H -0.2795 1.3102 -0.6342
5 H -0.0977 -1.2679 -0.5796
6 H 0.2443 -0.1215 1.5162

Computed properties:
- SMILES string: N#C[SiH3]
- Net charge: 0
- Energy: -383.95661 Ha
- Lowest unoccupied orbital energy (spin up / spin down): -0.861 / -0.465 eV


Computed ΔE to the lowest compared entry with this formula, charge and spin (eV) in order:
1.764; 1.201; 7.042; 4.347